# C39H40MgN8O5Si

A molecular structure, C39H40MgN8O5Si at a distorted geometry (the ωB97M-V functional and the def2-TZVPD basis, the OMol25 dataset).

Results
* E_HOMO: -7.023 eV
* net charge: 0
* energy above the lowest of the compared OMol25 structures with the same formula, charge and spin: 18.68 kcal/mol
* electronic energy: -2814.154907 hartree

Each line ends with the Löwdin charge.
Positions of all 94 atoms, in Å:
Mg (1.63322, 1.26979, 0.17800)  0.5347
C (3.03936, -1.00166, -2.36822)  -0.0169
C (3.95312, -0.24725, -1.43960)  -0.3174
C (5.32433, -0.41878, -1.43441)  -0.0586
C (6.08004, 0.35901, -0.54841)  -0.0745
C (5.47357, 1.28768, 0.25828)  -0.0307
C (4.05934, 1.41669, 0.22410)  -0.4350
N (3.35621, 0.62011, -0.62096)  0.0694
N (3.29028, 2.24356, 0.94033)  -0.0726
Si (3.88209, 3.67426, 1.68647)  0.4318
C (2.43318, 4.71417, 2.30506)  -0.1672
C (5.01487, 3.30815, 3.17412)  -0.1798
C (4.76220, 4.73766, 0.37907)  -0.1624
H (3.49026, -1.12130, -3.35248)  0.0804
H (2.10571, -0.44884, -2.46093)  0.0700
H (2.81681, -1.99379, -1.96703)  0.0803
H (5.79697, -1.12954, -2.09782)  0.0997
H (7.15474, 0.22648, -0.50674)  0.1042
H (6.04801, 1.91163, 0.93041)  0.0921
H (1.76971, 4.15598, 2.96863)  0.0262
H (1.84564, 5.08910, 1.46769)  0.0150
H (2.80918, 5.57861, 2.85715)  0.0328
H (4.95499, 2.25489, 3.45420)  0.0206
H (4.71910, 3.90070, 4.04199)  0.0171
H (6.06266, 3.53606, 2.96677)  0.0180
H (5.17904, 4.11136, -0.41212)  0.0188
H (5.57509, 5.33711, 0.79373)  0.0225
H (4.04322, 5.41931, -0.07924)  0.0209
O (0.34835, 1.93631, 1.53479)  -0.0321
C (-0.24169, 3.00407, 1.36201)  -0.1947
C (-0.25540, 3.82735, 0.18238)  -0.1377
C (-0.88236, 5.06873, 0.26090)  0.0472
C (-0.86003, 5.94170, -0.80149)  -0.1623
C (-0.17249, 5.60167, -1.98465)  0.0098
C (0.42139, 4.38236, -2.09948)  0.0161
C (0.38685, 3.41782, -1.04116)  -0.3374
O (0.88026, 2.25920, -1.21355)  -0.0683
N (-1.54136, 7.20634, -0.70735)  -0.3664
O (-1.48247, 7.96528, -1.66291)  0.0574
O (-2.15418, 7.45999, 0.31976)  0.0550
H (-0.83874, 3.40759, 2.20037)  0.1440
H (-1.38172, 5.36564, 1.17470)  0.1304
H (-0.13872, 6.32778, -2.78405)  0.1183
H (0.95378, 4.09967, -2.99819)  0.1190
N (-5.93198, -1.58564, -1.65008)  0.1727
C (-6.79157, -2.63989, -1.44473)  -0.1903
C (-8.05369, -2.94115, -1.94098)  -0.0229
C (-8.65175, -4.09058, -1.46311)  -0.0939
C (-8.00920, -4.91934, -0.53321)  -0.0949
C (-6.74825, -4.62882, -0.05361)  -0.0183
C (-6.13123, -3.46674, -0.51430)  -0.2264
N (-4.91908, -2.90425, -0.16923)  0.1690
C (-4.84182, -1.78777, -0.84388)  -0.2912
C (-3.77599, -0.79734, -0.69198)  -0.1548
C (-3.43795, 0.11065, -1.69267)  -0.0117
C (-2.48816, 1.08123, -1.41042)  -0.1170
N (-1.87698, 1.18511, -0.23729)  0.1032
C (-2.17678, 0.29560, 0.70571)  -0.1154
C (-3.10947, -0.71142, 0.52709)  0.0027
H (-6.10577, -0.77466, -2.21671)  0.1584
H (-8.55252, -2.29918, -2.65547)  0.1090
H (-9.64012, -4.35623, -1.81341)  0.1015
H (-8.52392, -5.80317, -0.18010)  0.1002
H (-6.25642, -5.26458, 0.67007)  0.1093
H (-3.89538, 0.05639, -2.67304)  0.1104
H (-2.19827, 1.81906, -2.15250)  0.1187
H (-1.64628, 0.40812, 1.64459)  0.1140
H (-3.35237, -1.40919, 1.31647)  0.1159
C (-1.02047, -4.79259, 0.54148)  0.0013
N (-0.35057, -3.66795, -0.08703)  -0.0691
N (0.41920, -2.79305, 0.65998)  0.0775
C (0.43396, -1.55552, 0.01741)  -0.3721
O (1.04181, -0.57345, 0.46163)  -0.0106
C (-0.35684, -1.71935, -1.15469)  0.0541
C (-0.84991, -2.98928, -1.15222)  -0.2465
C (-1.80960, -3.64701, -2.07443)  0.0043
C (1.47149, -3.26513, 1.48505)  -0.1761
C (1.99649, -2.43210, 2.46761)  0.0021
C (3.09712, -2.84942, 3.19830)  -0.0622
C (3.65509, -4.10075, 2.98624)  -0.0851
C (3.11330, -4.93779, 2.02340)  -0.0782
C (2.03181, -4.52162, 1.26404)  -0.0304
H (-0.54549, -5.01014, 1.49278)  0.0906
H (-0.95016, -5.67055, -0.09962)  0.0968
H (-2.07578, -4.57036, 0.71991)  0.0945
H (-0.50420, -0.95275, -1.89486)  0.1241
H (-1.94485, -3.04324, -2.96843)  0.0916
H (-2.77934, -3.76644, -1.58392)  0.0719
H (-1.45764, -4.63515, -2.37173)  0.0906
H (1.56121, -1.45963, 2.63750)  0.1174
H (3.52630, -2.18375, 3.93488)  0.1098
H (4.51128, -4.42369, 3.56290)  0.1039
H (3.54310, -5.91376, 1.84044)  0.1055
H (1.64321, -5.16438, 0.48606)  0.1082

---

# C39H41F2IrN3O3

A molecular structure, C39H41F2IrN3O3 at a distorted geometry (the ωB97M-V functional and the def2-TZVPD basis, the OMol25 dataset).

Results
* expectation value of S²: 8.803
* multiplicity: 6
* E_HOMO (alpha / beta): -10.563 / -13.977 eV
* net charge: +2
* electronic energy: -2204.057502 hartree

Each line ends with the Löwdin charge.
Positions of all 89 atoms, in Å:
Ir (-0.01412, 1.28736, -0.16551)  1.5359
C (5.17136, -1.14539, 4.59661)  -0.0421
C (4.33121, 0.02484, 5.14529)  -0.3122
C (4.05344, -0.19249, 6.61909)  -0.1414
C (2.94803, 0.62675, 7.28708)  -0.1231
C (1.84993, 0.95983, 6.36979)  -0.0715
C (0.62505, 1.51721, 6.86641)  0.0460
C (-0.38853, 1.87464, 6.04000)  -0.2168
F (-1.58146, 2.33965, 6.57892)  0.0676
C (-0.29638, 1.69773, 4.68262)  0.0772
C (0.80513, 1.02630, 4.09220)  -0.0357
C (0.81038, 0.72376, 2.69010)  -0.3015
O (-0.18169, 0.92746, 1.90180)  -0.1973
C (2.10431, 0.28265, 2.18227)  0.0050
C (3.22459, 0.20007, 3.01702)  0.0513
N (3.14143, 0.35595, 4.36999)  0.0467
C (1.96472, 0.74271, 4.94163)  -0.0145
C (2.39061, -0.11776, 0.74085)  -0.4684
O (3.53826, -0.64976, 0.56591)  0.0420
O (1.48933, -0.13123, -0.23219)  -0.1552
H (5.96920, -1.44806, 5.30353)  0.1054
H (5.67521, -0.95166, 3.63705)  0.0841
H (4.55920, -2.04562, 4.38303)  0.1073
H (5.04127, 0.90203, 5.02822)  0.1801
H (5.03566, 0.10930, 7.13167)  0.1543
H (3.92652, -1.31706, 6.80492)  0.1507
H (3.39150, 1.53085, 7.75767)  0.1515
H (2.56530, -0.00155, 8.13411)  0.1545
H (0.54330, 1.59658, 7.93448)  0.1344
H (-1.11057, 2.00989, 4.02483)  0.0952
H (4.23163, 0.02202, 2.66943)  0.1308
C (1.41492, 2.24156, -7.11610)  -0.0394
C (0.80959, 0.98036, -6.45269)  -0.5356
C (-0.52677, 0.58963, -7.14809)  -0.0433
C (1.69386, -0.29472, -6.65128)  -0.0464
C (0.50279, 1.15845, -4.95729)  -0.1145
C (0.85026, 2.31170, -4.22401)  0.0311
C (0.68742, 2.32970, -2.87674)  -0.0987
N (0.23755, 1.32372, -2.11887)  -0.1047
C (-0.18985, 0.15121, -2.77783)  -0.1516
C (-0.04707, 0.14752, -4.17178)  0.0683
C (-0.75696, -0.84708, -1.98344)  -0.1914
C (-1.01862, -2.15322, -2.37152)  0.0815
C (-1.77923, -2.94160, -1.50272)  -0.0834
C (-2.03125, -2.51613, -0.19695)  0.0395
C (-1.62152, -1.23214, 0.11822)  -0.0960
N (-1.08116, -0.37613, -0.71892)  -0.0554
C (-2.29403, -4.38993, -1.98301)  -0.5211
C (-3.68914, -4.21617, -2.69641)  -0.0283
C (-2.49975, -5.30345, -0.78043)  -0.0772
C (-1.27718, -5.02232, -2.95995)  -0.0600
H (1.66406, 1.93383, -8.14592)  0.0976
H (2.40446, 2.54453, -6.70744)  0.1040
H (0.61843, 2.96035, -7.12307)  0.0834
H (-0.41561, 0.56521, -8.23309)  0.0965
H (-1.21673, 1.38805, -6.82933)  0.0921
H (-0.93632, -0.39851, -6.73050)  0.1019
H (1.92796, -0.45440, -7.67150)  0.0665
H (1.14529, -1.24528, -6.35292)  0.0928
H (2.69723, -0.29141, -6.08534)  0.1185
H (1.35001, 3.15170, -4.72928)  0.1314
H (0.78931, 3.26727, -2.32647)  0.1279
H (-0.40448, -0.80719, -4.66659)  0.1347
H (-0.58064, -2.46893, -3.31810)  0.1294
H (-2.60790, -3.06684, 0.54482)  0.1227
H (-1.89189, -0.83890, 1.07137)  0.1129
H (-4.51329, -4.02379, -1.93009)  0.1095
H (-3.99430, -5.07182, -3.23647)  0.0670
H (-3.57771, -3.37852, -3.41386)  0.0879
H (-3.28763, -4.90709, -0.06121)  0.0956
H (-1.56732, -5.45434, -0.21011)  0.0985
H (-2.83915, -6.29508, -1.12099)  0.0987
H (-1.15671, -4.61795, -3.96532)  0.0791
H (-1.55351, -6.09725, -3.07728)  0.1004
H (-0.27393, -5.08221, -2.45859)  0.1069
F (-5.81110, 3.70130, 3.21391)  0.1070
C (-4.68756, 3.39550, 2.46827)  -0.1298
C (-3.38939, 3.41206, 3.03453)  0.0694
C (-2.29484, 3.21852, 2.19538)  -0.0056
C (-2.46501, 2.93493, 0.83628)  -0.2367
C (-1.28399, 2.84058, -0.06979)  -0.2534
C (-3.76338, 2.70177, 0.40597)  0.0118
C (-4.92983, 2.96219, 1.13703)  0.0823
H (-3.23073, 3.59615, 4.07798)  0.1295
H (-1.27863, 3.26525, 2.58132)  0.1158
H (-0.50388, 3.47658, 0.37958)  0.0789
H (-1.63055, 3.13033, -1.07481)  0.0853
H (-3.78416, 2.47674, -0.66722)  0.1375
H (-5.92430, 2.87869, 0.72985)  0.1379

---

The highest net charge belongs to which entry?
C39H41F2IrN3O3

---

Which formula does entry 2 have?
C39H41F2IrN3O3